{"formula": "C18H18AsN3PdS4Sb", "method": "ωB97M-V with the def2-TZVPD basis set", "de_lowest_kcal_mol": 8.10, "s_squared": 2.013, "charge": -1, "energy_ha": -5057.67417, "e_lumo_ev": [2.46, 1.56], "multiplicity": 3, "species": ["Pd", "C", "C", "C", "C", "C", "C", "N", "Sb", "C", "C", "C", "C", "C", "C", "N", "C", "C", "C", "C", "C", "C", "N", "H", "H", "H", "H", "H", "H", "H", "H", "H", "H", "H", "H", "H", "H", "H", "H", "H", "H", "S", "As", "S", "S", "S"], "xyz": [[0.356, -1.385, -0.250], [-1.527, -3.889, 0.812], [-2.239, -2.643, 1.075], [-3.487, -2.787, 1.716], [-4.076, -1.672, 2.248], [-3.429, -0.386, 1.993], [-2.302, -0.339, 1.261], [-1.679, -1.422, 0.892], [-1.575, 1.758, 1.140], [0.499, 1.699, 1.574], [1.122, 0.498, 1.867], [2.530, 0.540, 1.858], [3.188, 1.778, 1.662], [2.419, 2.886, 1.389], [3.151, 4.194, 1.198], [1.075, 2.879, 1.326], [-1.350, 1.825, -1.014], [-0.979, 2.981, -1.671], [-0.666, 2.818, -3.014], [-0.704, 1.602, -3.634], [-1.132, 0.488, -2.914], [-1.144, -0.895, -3.503], [-1.518, 0.640, -1.635], [-2.103, -4.663, 0.450], [-1.178, -4.209, 1.772], [-0.595, -3.644, 0.237], [-3.886, -3.794, 1.905], [-5.029, -1.678, 2.779], [-3.863, 0.519, 2.220], [0.509, -0.383, 1.858], [3.018, -0.457, 1.977], [4.279, 1.896, 1.634], [2.523, 5.020, 0.957], [3.788, 3.991, 0.357], [3.690, 4.468, 2.130], [-0.787, 3.888, -1.146], [-0.287, 3.690, -3.549], [-0.340, 1.507, -4.666], [-0.168, -1.381, -3.529], [-1.614, -0.789, -4.509], [-1.665, -1.444, -2.819], [4.321, -4.516, -1.298], [3.349, -2.783, -0.549], [2.057, -2.845, 1.192], [2.113, -1.685, -1.886], [5.335, -1.878, 0.107]], "lowdin_charge": [0.2278, -0.0551, -0.3022, -0.0449, -0.0338, -0.1449, -0.4618, 0.0125, 1.4750, -0.5087, -0.1628, -0.0545, -0.0273, -0.3562, -0.0463, 0.0568, -0.4524, -0.1226, -0.0900, -0.0436, -0.3343, -0.0457, 0.0541, 0.0570, 0.0874, 0.0393, 0.1195, 0.1001, 0.0212, 0.0209, 0.0495, 0.1195, 0.0548, 0.0709, 0.0894, 0.0821, 0.1062, 0.1187, 0.0308, 0.0955, 0.0291, -0.1033, -0.5450, -0.0423, -0.0587, -0.0815]}